[1]
Density functional theory data (wB97M-V/def2-TZVPD) for a 2-piece molecular cluster, C5H13NO2 overall.

## Properties
Net charge: 0
ΔE to the lowest compared entry with this formula, charge and spin (kcal per mole): 9.9
Structure (SMILES): CC(=O)NC(C)C.O

The geometry in XYZ format:
```
21
Properties=species:S:1:pos:R:3:nbo_charge:R:1
C 2.556 1.470 1.467 -0.7175
C 2.099 0.391 0.509 0.6765
O 2.896 -0.347 -0.038 -0.6371
N 0.770 0.329 0.284 -0.6190
C 0.159 -0.528 -0.736 -0.0486
C 0.379 0.077 -2.114 -0.6240
C -1.316 -0.714 -0.360 -0.6080
H 3.487 1.870 1.086 0.2449
H 1.844 2.253 1.730 0.2095
H 2.908 0.962 2.370 0.2381
H 0.196 1.007 0.769 0.3879
H 0.672 -1.482 -0.620 0.2148
H -0.276 -0.361 -2.866 0.2086
H 0.221 1.158 -2.102 0.2062
H 1.397 -0.103 -2.466 0.2334
H -1.336 -1.250 0.585 0.2126
H -1.824 -1.214 -1.178 0.2233
H -1.775 0.283 -0.340 0.1969
O -4.637 -1.288 1.080 -0.9381
H -4.286 -0.486 1.496 0.4694
H -4.135 -2.025 1.443 0.4702
```

***

[2]
Density functional theory data (wB97M-V/def2-TZVPD) for a 3-piece molecular cluster, C5H13NO2 overall.

## Properties
Net charge: 0
ΔE to the lowest compared entry with this formula, charge and spin (kcal per mole): 46.9
Structure (SMILES): C=C/C=C(/C)N.O.O

The geometry in XYZ format:
```
21
Properties=species:S:1:pos:R:3:nbo_charge:R:1
C -2.104 0.784 -1.915 -0.3798
C -1.939 -0.275 -1.121 -0.2104
C -0.727 -0.637 -0.376 -0.3607
C -0.282 -0.378 0.857 0.1855
C 0.821 -1.221 1.406 -0.6561
N -0.947 0.445 1.761 -0.8333
H -2.984 0.916 -2.537 0.1998
H -1.390 1.608 -1.891 0.1748
H -2.756 -0.995 -1.203 0.2005
H -0.098 -1.294 -0.971 0.2311
H 1.535 -0.643 2.015 0.2022
H 1.416 -1.745 0.665 0.2635
H 0.458 -1.962 2.124 0.2131
H -0.838 0.198 2.731 0.3787
H -1.898 0.677 1.523 0.3865
O 1.492 1.900 -0.201 -0.9395
H 1.197 1.638 0.681 0.4859
H 0.709 1.761 -0.749 0.4830
O 2.564 -0.524 -1.001 -0.9985
H 3.515 -0.623 -1.038 0.4730
H 2.256 0.370 -0.760 0.5008
```

***

[3]
Density functional theory data (wB97M-V/def2-TZVPD) for C5H13NO2 as an isolated structure.

## Properties
Net charge: 0
ΔE to the lowest compared entry with this formula, charge and spin (kcal per mole): 184.3

The geometry in XYZ format:
```
21
Properties=species:S:1:pos:R:3:nbo_charge:R:1
C -0.275 0.352 -1.294 0.1236
C -0.862 1.517 -0.480 -0.6343
N 0.931 -0.398 -0.836 -0.8197
C -1.587 -1.098 -0.598 -0.1873
C -0.852 -1.998 -0.145 -0.4132
O -0.713 0.179 -2.634 -0.7156
H -0.472 0.964 -3.143 0.4690
H 1.362 -0.797 -1.671 0.3859
H 0.385 -1.409 -0.322 0.2848
H -2.546 -0.700 -0.861 0.2303
H -0.664 2.485 -0.954 0.1989
H -0.402 1.527 0.508 0.2552
H -1.941 1.417 -0.372 0.2136
H 1.755 -1.024 2.741 0.1586
H -0.792 -2.980 0.285 0.2467
C 1.162 -0.106 2.641 -0.2518
O 1.714 0.791 1.689 -0.7575
H 1.672 0.364 0.815 0.4946
H 1.159 0.400 3.607 0.1796
H 0.131 -0.390 2.397 0.1612
H 0.834 0.900 -1.375 0.3774
```

***

[4]
Density functional theory data (wB97M-V/def2-TZVPD) for a 2-piece molecular cluster, C5H13NO2 overall.

## Properties
Net charge: 0
ΔE to the lowest compared entry with this formula, charge and spin (kcal per mole): 22.0
Structure (SMILES): CCCCC(N)=O.O

The geometry in XYZ format:
```
21
Properties=species:S:1:pos:R:3:nbo_charge:R:1
C 2.731 1.759 0.619 -0.6235
C 1.929 0.476 0.377 -0.4037
C 0.617 0.556 1.143 -0.3881
C 0.000 -0.852 1.190 -0.5020
C -0.803 -1.238 -0.048 0.6867
N -1.596 -2.360 0.003 -0.8337
O -0.576 -0.751 -1.137 -0.6266
H 3.505 1.855 -0.161 0.2069
H 3.313 1.571 1.513 0.2053
H 2.252 2.740 0.524 0.2184
H 1.623 0.445 -0.662 0.2175
H 2.397 -0.461 0.654 0.1969
H 0.882 0.879 2.163 0.1955
H -0.121 1.310 0.905 0.2161
H 0.767 -1.589 1.424 0.2288
H -0.682 -0.873 2.091 0.2189
H -1.653 -2.950 -0.826 0.3985
H -1.776 -2.946 0.801 0.3874
O -2.215 1.887 -1.874 -0.9345
H -2.200 1.142 -2.493 0.4671
H -1.293 1.749 -1.590 0.4682
```

***

Number 1: largest force on an atom 0.0262 hartree/bohr, frontier orbital gap 10.19 eV, LUMO level 0.6 eV. Number 2: largest force on an atom 0.0333 hartree/bohr, frontier orbital gap 9.13 eV, LUMO level 0.8 eV. Number 3: largest force on an atom 0.0076 hartree/bohr, frontier orbital gap 9.24 eV, LUMO level 0.4 eV. Number 4: largest force on an atom 0.0570 hartree/bohr, frontier orbital gap 10.82 eV, LUMO level 0.8 eV.